Molecular formula: C26H26FN10Sn
Method: DFT, wB97M-V/def2-TZVPD

XYZ file:
```
64
Properties=species:S:1:pos:R:3:nbo_charge:R:1
Sn -0.017 0.200 -0.314 2.059
C 0.387 -3.141 -0.521 -0.272
N 0.013 -2.150 -1.523 -0.422
C 1.048 -1.990 -2.533 -0.281
C 2.315 -1.342 -2.030 0.227
C 3.499 -1.475 -2.756 -0.207
C 4.643 -0.846 -2.303 -0.086
C 4.597 -0.112 -1.125 -0.215
C 3.386 -0.020 -0.466 0.055
N 2.290 -0.618 -0.921 -0.527
C -1.290 -2.446 -2.107 -0.262
C -2.204 -1.259 -2.337 0.212
C -3.047 -1.248 -3.445 -0.204
C -3.954 -0.213 -3.589 -0.091
C -4.013 0.781 -2.625 -0.209
C -3.137 0.700 -1.555 0.057
N -2.275 -0.295 -1.436 -0.472
C -0.537 -3.116 0.673 0.188
C -1.010 -4.294 1.239 -0.214
C -1.831 -4.221 2.353 -0.094
C -2.188 -2.977 2.849 -0.217
C -1.687 -1.850 2.216 0.066
N -0.878 -1.935 1.171 -0.477
H 0.382 -4.153 -0.947 0.240
H 1.405 -2.923 -0.182 0.242
H 1.314 -2.958 -2.981 0.239
H 0.648 -1.343 -3.318 0.275
H 3.507 -2.052 -3.669 0.259
H 5.567 -0.927 -2.860 0.266
H 5.474 0.372 -0.728 0.267
H 3.280 0.531 0.459 0.220
H -1.168 -2.973 -3.059 0.244
H -1.836 -3.107 -1.425 0.248
H -2.985 -2.035 -4.180 0.254
H -4.611 -0.181 -4.448 0.264
H -4.711 1.600 -2.691 0.266
H -3.141 1.443 -0.769 0.216
H -0.727 -5.247 0.818 0.257
H -2.203 -5.125 2.815 0.265
H -2.839 -2.883 3.704 0.266
H -1.935 -0.855 2.557 0.219
N 0.947 -0.402 3.659 -0.755
C 0.537 0.851 3.498 0.607
N 0.188 1.551 4.558 -0.542
C -0.145 2.837 4.450 0.621
N -0.518 3.532 5.496 -0.700
N -0.079 3.436 3.238 -0.508
C 0.231 2.692 2.211 0.438
N 0.486 1.383 2.247 -0.599
C 0.396 3.402 0.918 0.130
C 0.582 4.783 0.946 -0.160
C 0.887 5.432 -0.238 -0.102
C 0.982 4.702 -1.410 -0.195
C 0.731 3.336 -1.358 0.048
N 0.454 2.733 -0.219 -0.456
H 1.079 -0.741 4.601 0.444
H 1.375 -0.890 2.891 0.403
H -0.550 3.110 6.414 0.440
H -0.742 4.511 5.396 0.436
H 0.498 5.294 1.893 0.280
H 1.055 6.501 -0.242 0.265
H 1.239 5.162 -2.351 0.267
H 0.747 2.729 -2.251 0.264
F 0.088 0.742 -2.356 -0.748
```

Values from the calculation:
- Multiplicity: 1
- Charge: +3
- DFT total energy: -50810.5304 eV
- Kohn-Sham gap: 5.25 eV
- HOMO: -17.58 eV